1.
{
  "formula": "C5H8O",
  "method": "ωB97M-V/def2-TZVPD",
  "symbols": ["H", "H", "C", "C", "H", "C", "C", "H", "H", "O", "H", "C", "H", "H"],
  "coordinates": [[-1.4881, -0.2257, -0.9871], [1.6771, -0.0837, -1.5663], [-0.3743, 0.7968, 0.2712], [0.4811, 1.3496, -0.5589], [1.5713, 0.1511, 1.1127], [1.7955, 0.6387, -0.7398], [-1.7593, -1.2425, 0.9308], [-1.0130, -2.0394, 0.7970], [2.5580, 1.3677, -1.0357], [2.1882, -0.0853, 0.4021], [0.1455, 2.1119, -1.2532], [-1.2752, -0.1391, 0.0807], [-1.7972, -0.9718, 1.9850], [-2.7096, -1.6283, 0.5614]],
  "forces_ev_per_angstrom": [[-0.003, -0.564, 0.110], [-0.005, 0.193, 0.003], [-0.207, -0.294, -1.125], [0.034, 0.326, 0.113], [0.186, -0.099, -0.138], [0.039, 0.333, -0.314], [-0.209, -0.093, 0.254], [-0.271, 0.008, 0.222], [0.133, -0.161, 0.066], [-0.007, 0.042, 0.136], [0.572, 0.741, 0.344], [-0.032, -0.306, -0.013], [-0.146, -0.139, 0.037], [-0.084, 0.013, 0.305]],
  "lumo_ev": 0.38,
  "gap_ev": 9.07,
  "e_tot_ha": -270.4254
}

2.
{
  "formula": "C23H27ClLuN3O4",
  "method": "ωB97M-V/def2-TZVPD",
  "symbols": ["H", "C", "H", "C", "O", "H", "C", "H", "H", "C", "C", "C", "C", "C", "H", "H", "C", "H", "H", "O", "H", "C", "H", "Lu", "N", "O", "C", "H", "Cl", "C", "H", "H", "C", "C", "H", "C", "C", "O", "H", "H", "C", "H", "H", "H", "H", "C", "H", "C", "H", "C", "C", "H", "N", "N", "C", "H", "H", "C", "H"],
  "coordinates": [[0.5583, 3.7175, -3.2879], [0.0290, 1.0287, -2.9155], [-0.6211, 2.1560, 1.2228], [-0.4510, -1.1962, -3.3697], [-1.9314, 0.3817, -0.3842], [2.7935, -1.6560, 2.0462], [-0.8760, -0.9014, -4.6519], [0.6471, -1.4970, 3.6316], [-0.4535, 2.4586, -4.4649], [-2.8843, -0.4665, -1.0345], [-2.4587, 1.1210, 0.7256], [-0.1270, -3.5674, 1.3010], [3.4561, 2.0899, 1.9664], [0.6935, 1.9686, -2.0100], [-3.5369, -1.9134, 0.4790], [0.5999, -3.8717, 0.5285], [-1.5179, -3.4479, 0.6961], [-3.9019, -0.0173, -1.0000], [-1.2731, 0.7128, -6.0460], [-1.5614, -2.2396, -0.0816], [-2.9184, 2.0685, 0.3709], [-0.9039, 0.4311, -5.0561], [-1.1825, -1.7036, -5.3406], [0.4703, -0.7501, -0.1557], [2.3103, 0.1410, 1.1506], [0.3374, -2.2868, 1.7688], [2.9875, -0.5870, 2.0497], [-3.2546, 0.5247, 1.2343], [1.7986, -2.4767, -1.0353], [1.9518, 2.1842, -0.0439], [3.6328, 3.1721, 1.9049], [-1.7267, -4.3270, 0.0465], [-0.2043, -1.8399, 3.0202], [0.9412, 3.3026, -2.3489], [-3.3109, -2.5870, -1.1702], [-0.4530, 1.4017, -4.1768], [2.2162, 3.5277, -0.3288], [-0.5332, 0.2489, 1.9322], [-1.4141, -0.2156, 3.7839], [-2.2915, -3.3967, 1.4802], [-1.3094, 1.4245, 1.6735], [-0.1035, -4.3142, 2.1198], [2.8491, 4.1227, 0.3415], [-0.6954, -2.6787, 3.5508], [-2.5836, -0.5222, -2.0966], [1.6946, 4.0852, -1.4899], [-1.6855, 1.8499, 2.6207], [-2.8984, -1.8673, -0.4296], [-2.1186, -1.0374, 2.3578], [4.1118, 1.3270, 2.9166], [2.5681, 1.4735, 1.0732], [4.4160, -0.7046, 3.6512], [-0.0258, -0.2677, -2.5037], [1.1588, 1.4435, -0.8517], [3.8946, -0.0478, 2.9410], [-0.4437, -2.2247, -3.0057], [1.9117, 5.1258, -1.7435], [-1.1736, -0.6864, 2.8090], [4.7968, 1.8066, 3.6289]],
  "forces_ev_per_angstrom": [[0.270, -0.171, 0.518], [-0.675, -1.084, -0.762], [-0.183, -0.287, 0.132], [0.064, -0.173, 0.277], [0.148, -0.084, 0.169], [-0.044, 0.131, -0.055], [-0.206, -0.108, -0.664], [-0.284, -0.132, -0.236], [-0.003, -0.580, 0.024], [-0.285, 0.109, -0.690], [-0.642, 0.002, 0.260], [0.330, -0.594, -0.186], [-0.405, 0.395, -0.514], [0.516, 0.607, 0.833], [0.367, 0.017, -0.372], [-0.398, 0.129, 0.510], [-0.095, -0.455, -0.016], [0.624, -0.306, 0.009], [0.175, -0.133, 0.360], [0.144, 0.153, -0.019], [0.239, -0.514, 0.188], [-0.168, -0.207, -0.086], [0.165, 0.453, 0.498], [-0.997, 0.945, 0.579], [0.239, 0.485, 0.015], [-0.187, 0.015, -0.136], [-0.224, -0.122, -0.174], [0.533, 0.390, -0.338], [0.787, -0.653, -0.554], [-0.641, 0.639, -0.963], [-0.038, -0.667, 0.103], [0.093, 0.492, 0.422], [0.106, 0.053, 0.448], [-0.278, -0.237, -0.282], [0.163, 0.394, 0.421], [0.290, 0.484, 0.467], [0.177, -0.095, 0.268], [-0.030, -0.064, -0.076], [0.182, -0.127, -0.476], [0.130, 0.048, -0.245], [-0.064, 0.366, 0.026], [-0.104, 0.437, -0.380], [-0.367, -0.287, -0.475], [0.198, 0.451, -0.256], [-0.117, 0.118, 0.560], [0.122, 0.210, 0.092], [0.105, -0.156, -0.358], [-0.527, -0.156, 0.078], [0.314, 0.086, 0.116], [0.255, -0.079, 0.376], [0.688, -0.830, 1.104], [-0.273, 0.402, -0.407], [0.044, 0.627, -0.221], [0.135, 0.331, -0.200], [0.343, 0.038, 0.428], [0.049, 0.240, -0.087], [-0.112, -0.357, 0.115], [-0.331, -0.299, 0.219], [-0.320, -0.290, -0.387]],
  "lumo_ev": -6.38,
  "gap_ev": 8.21,
  "e_tot_ha": -3053.2974,
  "charge": 2
}

3.
{
  "formula": "C26H34NOPb",
  "method": "ωB97M-V/def2-TZVPD",
  "symbols": ["H", "H", "C", "Pb", "C", "H", "H", "C", "H", "H", "H", "C", "O", "H", "C", "C", "C", "C", "C", "C", "C", "H", "H", "H", "H", "C", "H", "H", "C", "H", "C", "H", "H", "C", "C", "C", "H", "H", "C", "H", "H", "H", "H", "C", "C", "H", "H", "H", "H", "C", "C", "H", "H", "C", "H", "C", "H", "C", "H", "N", "C", "H", "H"],
  "coordinates": [[-2.3167, -0.2545, 3.2742], [1.6843, -1.5612, -2.7041], [0.7784, -2.8367, -0.2536], [1.3326, -0.8046, 1.0213], [-5.4048, 2.7534, 0.6470], [0.1649, 3.0108, 1.7523], [-5.5618, 3.7303, 1.0792], [-5.3572, 2.6189, -0.7440], [-0.9944, -1.9643, -2.9125], [-5.6929, -1.5219, -1.3999], [1.3763, -5.4208, -0.7870], [0.6264, -4.0023, 0.6895], [-2.5994, 0.1592, -1.1966], [-0.7346, 2.1157, -4.3907], [0.6448, 1.5118, -1.8642], [-1.3757, 1.3115, -4.0085], [1.5074, -0.5675, -2.2747], [-1.4686, 1.5746, 2.2831], [-2.6798, -0.6411, -2.1426], [-0.5992, 0.0319, -3.6762], [-4.7315, -1.1361, -1.0759], [0.1039, -3.0007, 2.5791], [-4.9007, -0.5228, 1.5177], [0.8808, 0.2315, -5.3276], [-2.3603, 2.0595, 1.8970], [-4.9520, 0.2508, -0.4805], [-5.2772, 1.7354, 2.5573], [-5.4523, 3.4834, -1.3961], [2.3859, 0.0931, -1.3575], [2.6232, -4.7428, 0.2705], [-5.2551, 1.6409, 1.4747], [3.3501, -0.2694, -1.0085], [-0.6036, -0.6351, -5.7381], [1.5931, -5.1254, 0.2383], [-0.1065, 0.0922, 3.4165], [0.7110, 1.1740, 2.9144], [1.5230, -6.0137, 0.8642], [-2.1250, -1.4153, -4.1061], [0.9113, -3.6183, 2.1529], [1.7789, -2.8498, -0.7351], [-1.8897, 1.6831, -3.1145], [0.0288, 2.4199, -1.9275], [1.0259, -4.5018, 2.8041], [0.1302, -0.4747, -4.9434], [-5.1630, 1.3611, -1.3238], [2.3055, 2.1703, -0.5119], [-4.3482, -1.7647, -0.2407], [1.7839, 1.2849, 3.0819], [-5.1045, 1.2215, -2.4050], [-5.0573, 0.3789, 0.9224], [-0.1443, 2.0725, 2.2127], [-0.4219, -4.3441, 0.6228], [0.2395, -0.7322, 4.0369], [0.4442, 0.3046, -2.6007], [0.6423, -1.4246, -4.7671], [-1.5982, -1.0611, -3.1902], [-4.1651, -1.7989, -3.0591], [1.8312, 1.3964, -1.1103], [1.8609, -3.0387, 2.2017], [-3.9480, -1.1247, -2.3299], [-1.4513, 0.3498, 3.0163], [-2.1244, 1.0812, -4.7765], [-0.0389, -2.7829, -0.9942]],
  "forces_ev_per_angstrom": [[0.231, 0.138, -0.107], [-0.128, 0.555, 0.269], [0.129, 1.147, 0.171], [-0.587, -0.650, -1.248], [0.098, -0.185, -0.152], [-0.135, -0.384, 0.136], [0.012, 0.070, 0.066], [0.046, -0.584, -0.172], [-0.701, 0.682, 0.399], [-0.292, -0.231, 0.310], [0.029, -0.005, -0.060], [-0.017, -0.634, 0.431], [2.497, -1.372, -1.329], [-0.021, -0.287, 0.050], [0.085, 0.342, 0.180], [-0.174, 0.051, 0.065], [2.718, -0.507, 1.609], [1.260, 0.919, -0.241], [-0.451, 1.158, 0.415], [0.201, 0.578, 0.511], [-0.881, 0.490, -0.226], [0.191, -0.094, -0.162], [-0.118, 0.361, 0.088], [-0.287, -0.043, 0.308], [0.198, -0.130, -0.034], [-0.952, 0.245, 0.009], [-0.118, 0.149, -0.140], [-0.092, -0.049, 0.217], [-0.885, -2.032, -1.174], [-0.163, -0.161, 0.035], [-0.045, -0.158, -0.056], [-0.087, 0.106, -0.282], [0.046, 0.004, 0.062], [-0.299, 0.338, 0.118], [-2.204, -0.548, -0.438], [-0.474, 0.971, -0.423], [0.007, 0.010, 0.080], [0.050, 0.315, 0.549], [-0.039, -0.197, 0.003], [-0.583, -0.013, -0.013], [0.020, -0.038, -0.230], [0.313, -0.693, 0.104], [0.048, 0.397, -0.230], [-0.037, -0.129, 0.010], [0.152, -0.185, 1.024], [-0.215, -0.126, -0.115], [0.212, 0.039, -0.953], [-0.453, 0.158, 0.106], [-0.026, 0.157, 0.308], [0.464, 0.038, -1.412], [-0.251, -0.175, -0.021], [0.427, -0.086, 0.138], [-0.152, 0.272, -0.053], [-0.818, 1.668, -0.016], [-0.077, 0.025, -0.008], [0.016, -0.415, -0.539], [0.165, 0.153, 0.442], [-1.186, 0.650, -0.770], [-0.147, -0.401, 0.193], [0.710, -0.813, 0.763], [2.068, -1.221, 1.046], [0.086, 0.110, 0.135], [0.618, 0.251, 0.253]],
  "lumo_ev": [-5.42, -5.29],
  "gap_ev": [5.22, 5.35],
  "e_tot_ha": -1333.5532,
  "charge": 1
}